Entry i
Here is 2 unconnected molecules or ions with the total composition C10H16 from OMol25. Energies are from the ωB97M-V functional and the def2-TZVPD basis.

Bonds (Å) are listed after each position.
Element x y z (Å)
1 C 0.097 0.641 1.447  C2 1.567, C3 1.512, H9 1.046, H10 1.015
2 C 1.298 1.613 1.709  C1 1.567, H11 1.086, H17 1.018, H18 1.198
3 C -0.645 1.033 0.189  C1 1.512, C4 1.381, C5 1.488
4 C -0.139 0.773 -1.069  C3 1.381, C6 1.482, H12 1.052
5 C -1.853 1.891 0.337  C3 1.488, C7 1.341, H13 1.113
6 C -0.983 1.237 -2.195  C4 1.482, C8 1.375, H14 1.101
7 C -2.360 2.518 -0.734  C5 1.341, C8 1.343, H15 1.129
8 C -2.096 2.005 -1.946  C6 1.375, C7 1.343, H16 1.235
9 H 0.409 -0.277 1.054  C1 1.046
10 H -0.496 0.562 2.267  C1 1.015
11 H 2.194 1.005 1.627  C2 1.086
12 H 0.771 0.327 -1.354  C4 1.052
13 H -2.018 2.340 1.342  C5 1.113
14 H -0.651 0.981 -3.213  C6 1.101
15 H -3.177 3.298 -0.727  C7 1.129
16 H -2.929 2.186 -2.839  C8 1.235
17 H 1.290 2.038 2.633  C2 1.018
18 H 1.341 2.504 0.908  C2 1.198
19 C 1.979 -3.148 0.272  C20 1.608, H21 1.175, H22 1.052, H23 1.159
20 C 0.447 -3.522 -0.040  C19 1.608, H24 1.197, H25 1.155, H26 1.027
21 H 2.274 -2.010 0.244  C19 1.175
22 H 2.412 -3.626 1.103  C19 1.052
23 H 2.587 -3.412 -0.678  C19 1.159
24 H 0.280 -4.703 0.069  C20 1.197
25 H 0.050 -3.236 -1.087  C20 1.155
26 H -0.084 -3.017 0.681  C20 1.027

Output
- multiplicity = 1
- Kohn-Sham gap (eV) = 9.8


Entry ii
Here is 2 unconnected molecules or ions with the total composition C10H16 from OMol25. Energies are from the ωB97M-V functional and the def2-TZVPD basis.

Bonds (Å) are listed after each position.
Element x y z (Å)
1 C -1.949 -0.007 1.833  C7 1.561, H13 1.127, H14 1.022, H15 1.139
2 C -0.901 -2.838 -1.228  C3 1.390, C4 1.384, H8 1.114
3 C -0.686 -3.119 0.116  C2 1.390, C5 1.416, H9 0.982
4 C -1.470 -1.627 -1.584  C2 1.384, C6 1.314, H10 1.233
5 C -0.913 -2.094 1.066  C3 1.416, C7 1.374, H11 1.066
6 C -1.847 -0.738 -0.694  C4 1.314, C7 1.406, H12 1.066
7 C -1.660 -1.011 0.673  C1 1.561, C5 1.374, C6 1.406
8 H -0.554 -3.571 -1.992  C2 1.114
9 H -0.324 -3.927 0.540  C3 0.982
10 H -1.619 -1.502 -2.802  C4 1.233
11 H -0.577 -2.417 2.025  C5 1.066
12 H -2.123 0.275 -0.880  C6 1.066
13 H -2.229 1.018 1.456  C1 1.127
14 H -1.118 0.260 2.364  C1 1.022
15 H -2.766 -0.379 2.534  C1 1.139
16 C 2.310 2.932 -0.648  C17 1.525, C18 1.522, H19 1.134, H20 1.085
17 C 1.824 3.921 0.407  C16 1.525, H21 1.091, H22 1.055, H25 1.064
18 C 3.642 2.275 -0.319  C16 1.522, H23 1.180, H24 1.019, H26 1.123
19 H 1.528 2.115 -0.725  C16 1.134
20 H 2.539 3.505 -1.540  C16 1.085
21 H 1.955 3.347 1.326  C17 1.091
22 H 0.828 4.224 0.239  C17 1.055
23 H 3.367 1.221 0.135  C18 1.180
24 H 4.138 2.066 -1.184  C18 1.019
25 H 2.491 4.749 0.451  C17 1.064
26 H 4.364 2.855 0.317  C18 1.123

Output
- multiplicity = 1
- Kohn-Sham gap (eV) = 9.9


Stability order, top to bottom: entry ii, entry i


Entry i
Here is 2 unconnected molecules or ions with the total composition C10H16 from OMol25. Energies are from the ωB97M-V functional and the def2-TZVPD basis.

Bonds (Å) are listed after each position.
Element x y z (Å)
1 C -2.289 -0.201 2.217  C3 1.510, H10 1.086, H11 1.092, H15 1.089
2 C -1.118 0.886 0.292  C3 1.392, C4 1.392, H8 1.084
3 C -2.087 -0.011 0.732  C1 1.510, C2 1.392, C6 1.388
4 C -0.960 1.087 -1.077  C2 1.392, C5 1.392, H9 1.080
5 C -1.746 0.382 -1.984  C4 1.392, C7 1.385, H12 1.080
6 C -2.857 -0.733 -0.170  C3 1.388, C7 1.394, H13 1.080
7 C -2.643 -0.574 -1.538  C5 1.385, C6 1.394, H14 1.080
8 H -0.407 1.311 0.992  C2 1.084
9 H -0.267 1.820 -1.461  C4 1.080
10 H -3.173 -0.767 2.496  C1 1.086
11 H -2.353 0.761 2.729  C1 1.092
12 H -1.715 0.678 -3.022  C5 1.080
13 H -3.563 -1.482 0.156  C6 1.080
14 H -3.233 -1.083 -2.286  C7 1.080
15 H -1.435 -0.714 2.659  C1 1.089
16 C 2.284 -0.043 -0.546  C17 1.529, C18 1.528, H19 1.084, H20 1.093
17 C 2.764 1.085 0.368  C16 1.529, H21 1.091, H24 1.093, H25 1.094
18 C 2.939 -1.363 -0.144  C16 1.528, H22 1.096, H23 1.094, H26 1.089
19 H 1.213 -0.194 -0.486  C16 1.084
20 H 2.597 0.203 -1.564  C16 1.093
21 H 2.043 1.902 0.403  C17 1.091
22 H 4.026 -1.280 -0.033  C18 1.096
23 H 2.541 -1.736 0.805  C18 1.094
24 H 3.682 1.518 -0.037  C17 1.093
25 H 3.007 0.702 1.364  C17 1.094
26 H 2.746 -2.155 -0.866  C18 1.089

Output
- multiplicity = 1
- Kohn-Sham gap (eV) = 10.1


Entry ii
Here is 2 unconnected molecules or ions with the total composition C10H16 from OMol25. Energies are from the ωB97M-V functional and the def2-TZVPD basis.

Bonds (Å) are listed after each position.
Element x y z (Å)
1 C -1.510 2.734 -0.403  C2 1.635, C3 1.558, H4 1.056, H5 1.006
2 C -1.648 3.559 -1.808  C1 1.635, H6 1.111, H10 1.133, H11 1.161
3 C -0.020 2.282 -0.380  C1 1.558, H7 1.126, H8 1.057, H9 1.153
4 H -1.630 3.474 0.340  C1 1.056
5 H -2.172 1.995 -0.241  C1 1.006
6 H -1.108 4.514 -1.630  C2 1.111
7 H -0.118 1.322 -0.959  C3 1.126
8 H 0.499 3.152 -0.681  C3 1.057
9 H 0.199 1.923 0.694  C3 1.153
10 H -1.272 2.801 -2.562  C2 1.133
11 H -2.751 3.864 -1.998  C2 1.161
12 C 0.264 -3.755 -0.694  C18 1.456, H24 1.117, H25 1.238, H26 1.124
13 C 1.246 -0.675 1.935  C14 1.386, C15 1.360, H19 1.205
14 C 1.924 -0.570 0.731  C13 1.386, C16 1.436, H20 1.123
15 C 0.305 -1.576 2.330  C13 1.360, C17 1.406, H21 0.988
16 C 1.483 -1.523 -0.249  C14 1.436, C18 1.412, H22 1.125
17 C -0.062 -2.499 1.335  C15 1.406, C18 1.419, H23 1.088
18 C 0.641 -2.599 0.107  C12 1.456, C16 1.412, C17 1.419
19 H 1.761 -0.004 2.793  C13 1.205
20 H 2.578 0.311 0.496  C14 1.123
21 H -0.023 -1.585 3.262  C15 0.988
22 H 1.876 -1.341 -1.287  C16 1.125
23 H -0.844 -3.214 1.584  C17 1.088
24 H 1.110 -4.061 -1.355  C12 1.117
25 H -0.853 -3.809 -1.224  C12 1.238
26 H 0.125 -4.721 -0.136  C12 1.124

Output
- multiplicity = 1
- Kohn-Sham gap (eV) = 9.9


Entry iii
Here is 2 unconnected molecules or ions with the total composition C10H16 from OMol25. Energies are from the ωB97M-V functional and the def2-TZVPD basis.

Bonds (Å) are listed after each position.
Element x y z (Å)
1 C -0.775 0.035 -1.860  C2 1.557, C3 1.587, H4 1.056, H5 1.068
2 C -1.874 -0.965 -1.395  C1 1.557, H6 1.025, H10 1.125, H11 1.017
3 C -1.046 1.550 -2.243  C1 1.587, H7 1.068, H8 1.118, H9 1.069
4 H 0.078 0.002 -1.238  C1 1.056
5 H -0.460 -0.338 -2.810  C1 1.068
6 H -2.525 -1.088 -2.177  C2 1.025
7 H -0.331 2.079 -2.835  C3 1.068
8 H -1.975 1.635 -2.860  C3 1.118
9 H -1.102 2.077 -1.315  C3 1.069
10 H -1.507 -1.989 -1.105  C2 1.125
11 H -2.447 -0.586 -0.646  C2 1.017
12 C 1.118 1.841 0.450  C13 1.483, H19 1.072, H20 1.139, H26 1.065
13 C 1.085 0.500 1.080  C12 1.483, C14 1.427, C15 1.445
14 C 2.151 -0.447 1.087  C13 1.427, C16 1.390, H21 1.052
15 C -0.107 0.138 1.814  C13 1.445, C17 1.400, H22 1.056
16 C 1.860 -1.737 1.516  C14 1.390, C18 1.360, H23 1.153
17 C -0.227 -1.099 2.458  C15 1.400, C18 1.405, H24 1.067
18 C 0.691 -2.103 2.107  C16 1.360, C17 1.405, H25 1.081
19 H 1.044 2.690 1.100  C12 1.072
20 H 0.087 1.944 -0.024  C12 1.139
21 H 3.081 -0.214 0.653  C14 1.052
22 H -0.861 0.878 1.811  C15 1.056
23 H 2.712 -2.473 1.270  C16 1.153
24 H -0.983 -1.334 3.173  C17 1.067
25 H 0.480 -3.152 2.264  C18 1.081
26 H 1.833 2.157 -0.274  C12 1.065

Output
- multiplicity = 1
- Kohn-Sham gap (eV) = 9.8


Entry iv
Here is 2 unconnected molecules or ions with the total composition C10H16 from OMol25. Energies are from the ωB97M-V functional and the def2-TZVPD basis.

Bonds (Å) are listed after each position.
Element x y z (Å)
1 C -0.725 -1.866 2.876  C2 1.618, C3 1.565, H4 1.131, H5 1.082
2 C -0.471 -2.709 1.518  C1 1.618, H6 1.080, H7 1.080, H9 1.146
3 C 0.449 -0.832 2.916  C1 1.565, H8 1.048, H10 1.035, H11 1.158
4 H -0.938 -2.471 3.808  C1 1.131
5 H -1.693 -1.385 2.834  C1 1.082
6 H -1.182 -2.356 0.786  C2 1.080
7 H 0.600 -2.585 1.456  C2 1.080
8 H 0.608 -0.516 3.903  C3 1.048
9 H -0.864 -3.737 1.838  C2 1.146
10 H 0.166 -0.112 2.228  C3 1.035
11 H 1.411 -1.414 2.639  C3 1.158
12 C -2.260 1.196 -1.657  C18 1.549, H24 1.072, H25 1.083, H26 1.175
13 C 2.007 0.731 -0.975  C14 1.396, C15 1.386, H19 1.068
14 C 1.311 1.634 -0.169  C13 1.396, C16 1.386, H20 1.077
15 C 1.328 0.109 -2.012  C13 1.386, C17 1.438, H21 1.164
16 C -0.045 1.782 -0.417  C14 1.386, C18 1.417, H22 1.067
17 C -0.101 0.107 -2.171  C15 1.438, C18 1.383, H23 1.078
18 C -0.724 1.127 -1.474  C12 1.549, C16 1.417, C17 1.383
19 H 3.018 0.457 -0.768  C13 1.068
20 H 1.648 1.975 0.796  C14 1.077
21 H 1.948 -0.660 -2.627  C15 1.164
22 H -0.607 2.393 0.253  C16 1.067
23 H -0.610 -0.681 -2.701  C17 1.078
24 H -2.433 1.020 -2.700  C12 1.072
25 H -2.876 2.025 -1.331  C12 1.083
26 H -2.814 0.376 -1.023  C12 1.175

Output
- multiplicity = 1
- Kohn-Sham gap (eV) = 10.0


Stability order, top to bottom: entry i, entry iii, entry iv, entry ii


Entry i
Here is 2 unconnected molecules or ions with the total composition C10H16 from OMol25. Energies are from the ωB97M-V functional and the def2-TZVPD basis.

Bonds (Å) are listed after each position.
Element x y z (Å)
1 C -2.499 -0.472 1.492  C5 1.488, H12 1.095, H13 1.103, H15 1.165
2 C 0.498 1.694 0.950  C3 1.439, C4 1.324, H8 1.090
3 C 0.193 2.172 -0.373  C2 1.439, C6 1.393, H9 1.171
4 C -0.464 0.976 1.509  C2 1.324, C5 1.450, H10 1.137
5 C -1.779 0.716 0.958  C1 1.488, C4 1.450, C7 1.341
6 C -1.124 2.143 -0.825  C3 1.393, C7 1.422, H11 1.058
7 C -2.112 1.357 -0.172  C5 1.341, C6 1.422, H14 1.068
8 H 1.249 2.167 1.583  C2 1.090
9 H 1.047 2.837 -0.821  C3 1.171
10 H -0.414 0.778 2.628  C4 1.137
11 H -1.293 2.725 -1.692  C6 1.058
12 H -3.496 -0.297 1.908  C1 1.095
13 H -2.086 -0.908 2.417  C1 1.103
14 H -3.073 1.466 -0.625  C7 1.068
15 H -2.778 -1.122 0.566  C1 1.165
16 C 2.026 -1.687 -1.174  C17 1.565, C18 1.534, H19 1.027, H20 1.137
17 C 3.029 -2.235 -0.104  C16 1.565, H21 1.070, H25 1.115, H26 1.082
18 C 1.195 -2.814 -1.801  C16 1.534, H22 1.185, H23 1.103, H24 1.062
19 H 1.494 -0.848 -0.915  C16 1.027
20 H 2.762 -1.219 -1.904  C16 1.137
21 H 2.675 -3.087 0.436  C17 1.070
22 H 1.112 -2.643 -2.971  C18 1.185
23 H 1.691 -3.794 -1.907  C18 1.103
24 H 0.198 -2.891 -1.443  C18 1.062
25 H 3.829 -2.649 -0.762  C17 1.115
26 H 3.308 -1.623 0.743  C17 1.082

Output
- multiplicity = 1
- Kohn-Sham gap (eV) = 9.8


Entry ii
Here is 2 unconnected molecules or ions with the total composition C10H16 from OMol25. Energies are from the ωB97M-V functional and the def2-TZVPD basis.

Bonds (Å) are listed after each position.
Element x y z (Å)
1 C -0.006 -2.010 -0.996  C2 1.525, C3 1.528, H4 1.093, H5 1.079
2 C -0.377 -2.969 0.130  C1 1.525, H6 1.093, H9 1.095, H10 1.092
3 C 0.717 -2.810 -2.079  C1 1.528, H7 1.090, H8 1.088, H11 1.095
4 H -0.904 -1.561 -1.429  C1 1.093
5 H 0.601 -1.203 -0.615  C1 1.079
6 H 0.468 -3.205 0.781  C2 1.093
7 H 0.989 -2.199 -2.940  C3 1.090
8 H 1.530 -3.401 -1.662  C3 1.088
9 H -0.683 -3.943 -0.267  C2 1.095
10 H -1.201 -2.678 0.784  C2 1.092
11 H 0.027 -3.535 -2.523  C3 1.095
12 C -2.001 2.496 1.695  C16 1.500, H23 1.089, H24 1.089, H26 1.089
13 C 0.531 1.149 -0.835  C14 1.388, C15 1.392, H19 1.079
14 C -0.636 1.308 -0.101  C13 1.388, C16 1.393, H20 1.087
15 C 1.727 1.540 -0.239  C13 1.392, C17 1.385, H21 1.084
16 C -0.710 2.044 1.079  C12 1.500, C14 1.393, C18 1.398
17 C 1.683 2.299 0.918  C15 1.385, C18 1.388, H22 1.084
18 C 0.499 2.496 1.616  C16 1.398, C17 1.388, H25 1.084
19 H 0.458 0.629 -1.777  C13 1.079
20 H -1.531 0.821 -0.480  C14 1.087
21 H 2.681 1.139 -0.561  C15 1.084
22 H 2.605 2.683 1.338  C17 1.084
23 H -2.187 3.520 1.375  C12 1.089
24 H -1.869 2.463 2.775  C12 1.089
25 H 0.492 2.974 2.588  C18 1.084
26 H -2.904 1.951 1.424  C12 1.089

Output
- multiplicity = 1
- Kohn-Sham gap (eV) = 9.8


Stability order, top to bottom: entry ii, entry i


Entry i
Here is 2 unconnected molecules or ions with the total composition C10H16 from OMol25. Energies are from the ωB97M-V functional and the def2-TZVPD basis.

Bonds (Å) are listed after each position.
Element x y z (Å)
1 C -2.515 0.948 1.369  C2 1.535, H3 1.091, H4 1.126, H5 1.199
2 C -2.934 0.056 2.547  C1 1.535, H6 1.134, H7 1.099, H8 1.111
3 H -1.601 1.536 1.465  C1 1.091
4 H -2.346 0.329 0.444  C1 1.126
5 H -3.368 1.712 1.016  C1 1.199
6 H -3.565 -0.838 2.249  C2 1.134
7 H -3.425 0.526 3.410  C2 1.099
8 H -2.048 -0.445 2.993  C2 1.111
9 C 0.704 1.200 0.068  C10 1.519, C11 1.516, H17 1.221, H18 1.231
10 C 2.040 1.799 0.471  C9 1.519, H19 1.211, H25 1.117, H26 1.056
11 C 0.720 -0.065 -0.766  C9 1.516, C12 1.397, C13 1.429
12 C 0.856 -1.291 -0.111  C11 1.397, C14 1.364, H20 1.095
13 C 1.014 -0.045 -2.165  C11 1.429, C15 1.420, H21 1.136
14 C 1.037 -2.379 -0.915  C12 1.364, C16 1.423, H22 1.140
15 C 1.101 -1.176 -3.019  C13 1.420, C16 1.381, H23 1.100
16 C 1.289 -2.348 -2.315  C14 1.423, C15 1.381, H24 1.119
17 H -0.066 1.095 1.011  C9 1.221
18 H 0.121 1.925 -0.737  C9 1.231
19 H 2.743 0.817 0.564  C10 1.211
20 H 0.920 -1.368 0.980  C12 1.095
21 H 0.993 0.999 -2.612  C13 1.136
22 H 1.259 -3.336 -0.338  C14 1.140
23 H 1.133 -1.109 -4.116  C15 1.100
24 H 1.575 -3.275 -2.873  C16 1.119
25 H 1.873 2.186 1.505  C10 1.117
26 H 2.489 2.546 -0.125  C10 1.056

Output
- multiplicity = 1
- Kohn-Sham gap (eV) = 9.8


Entry ii
Here is 2 unconnected molecules or ions with the total composition C10H16 from OMol25. Energies are from the ωB97M-V functional and the def2-TZVPD basis.

Bonds (Å) are listed after each position.
Element x y z (Å)
1 C 2.821 -1.292 0.421  C2 1.526, C3 1.543, H4 1.085, H5 1.090
2 C 1.941 -0.114 0.829  C1 1.526, H6 1.097, H9 1.089, H10 1.086
3 C 2.386 -1.877 -0.938  C1 1.543, H7 1.094, H8 1.093, H11 1.086
4 H 3.869 -1.026 0.327  C1 1.085
5 H 2.719 -2.077 1.170  C1 1.090
6 H 1.777 0.583 -0.002  C2 1.097
7 H 2.077 -2.924 -0.868  C3 1.094
8 H 1.501 -1.377 -1.342  C3 1.093
9 H 2.407 0.462 1.628  C2 1.089
10 H 0.957 -0.521 1.042  C2 1.086
11 H 3.147 -1.831 -1.711  C3 1.086
12 C -1.978 -0.787 1.813  C16 1.505, H23 1.095, H24 1.091, H26 1.088
13 C -0.810 2.209 -0.234  C14 1.383, C15 1.394, H19 1.081
14 C -1.107 1.389 0.840  C13 1.383, C16 1.392, H20 1.081
15 C -0.779 1.669 -1.519  C13 1.394, C17 1.376, H21 1.082
16 C -1.457 0.051 0.677  C12 1.505, C14 1.392, C18 1.384
17 C -1.056 0.331 -1.684  C15 1.376, C18 1.394, H22 1.089
18 C -1.376 -0.482 -0.598  C16 1.384, C17 1.394, H25 1.080
19 H -0.579 3.241 -0.010  C13 1.081
20 H -1.171 1.855 1.813  C14 1.081
21 H -0.605 2.346 -2.346  C15 1.082
22 H -1.012 -0.130 -2.669  C17 1.089
23 H -2.603 -0.181 2.475  C12 1.095
24 H -1.166 -1.099 2.472  C12 1.091
25 H -1.548 -1.525 -0.819  C18 1.080
26 H -2.617 -1.601 1.477  C12 1.088

Output
- multiplicity = 1
- Kohn-Sham gap (eV) = 10.1


Stability order, top to bottom: entry ii, entry i